# 1
# C3H10N2O2

A single C3H10N2O2 molecule (ωB97M-V with the def2-TZVPD basis set, the OMol25 dataset).

Element x y z (Å)
C1 -1.863 1.004 0.499
N1 -1.258 0.098 -0.499
N2 -0.194 -0.621 0.187
C2 0.280 -1.829 -0.499
C3 1.059 0.503 0.097
O1 2.050 0.095 0.963
O2 1.503 0.766 -1.140
H1 -2.926 1.001 0.457
H2 -1.563 0.709 1.472
H3 -1.796 2.121 0.471
H4 -0.830 0.606 -1.288
H5 0.420 -1.573 -1.549
H6 1.043 -2.160 0.127
H7 -0.469 -2.575 -0.455
H8 0.635 1.431 0.501
H9 1.575 -0.008 1.778
H10 2.335 0.432 -1.123

Values from the calculation:
- structure (SMILES) = CNN(C)C(O)O
- calculated total energy (Ha) = -380.194364
- orbital gap (eV) = 9.39
- largest force on an atom (Eh/bohr) = 0.09073
- charge = 0

=====

# 2
# C3H10N2O2

A 2-piece molecular cluster, C3H10N2O2 overall (ωB97M-V with the def2-TZVPD basis set, the OMol25 dataset).

Element x y z (Å)
C1 1.468 0.771 -0.707
C2 0.017 0.127 1.301
C3 0.223 0.154 -0.216
N1 -1.345 -1.663 -0.554
N2 -0.324 -0.848 -0.989
O1 0.485 -1.057 1.898
O2 -1.090 1.753 -0.582
H1 1.248 1.861 -0.703
H2 2.361 0.556 -0.049
H3 1.783 0.548 -1.798
H4 -1.072 0.180 1.498
H5 0.378 1.177 1.809
H6 -1.036 -1.937 0.355
H7 -2.251 -1.137 -0.634
H8 -0.003 -1.207 -1.818
H9 0.291 -1.040 2.768
H10 -1.134 1.764 -1.580

Values from the calculation:
- calculated total energy (Ha) = -380.156567
- orbital gap (eV) = 9.15
- largest force on an atom (Eh/bohr) = 0.10159
- charge = 0

=====

# 3
# C3H10N2O2

A single C3H10N2O2 molecule (ωB97M-V with the def2-TZVPD basis set, the OMol25 dataset).

Element x y z (Å)
C1 1.414 0.887 0.517
C2 0.401 -0.078 -0.027
O1 0.451 -0.293 -1.355
C3 0.030 -1.272 0.802
O2 1.466 -1.964 0.617
N1 -1.309 0.500 0.247
N2 -1.693 0.917 -1.111
H1 2.054 1.399 -0.215
H2 2.225 0.646 1.211
H3 1.063 1.777 1.053
H4 -0.576 0.233 -1.666
H5 -0.046 -1.102 1.872
H6 -0.669 -1.966 0.342
H7 1.498 -2.223 -0.320
H8 -2.071 -0.098 0.579
H9 -2.676 0.712 -1.321
H10 -1.561 1.927 -1.224

Values from the calculation:
- structure (SMILES) = C[C@@](O)(CO)NN
- calculated total energy (Ha) = -380.151392
- orbital gap (eV) = 9.30
- largest force on an atom (Eh/bohr) = 0.11551
- charge = 0

=====

# 4
# C3H10N2O2

A 3-piece molecular cluster, C3H10N2O2 overall (ωB97M-V with the def2-TZVPD basis set, the OMol25 dataset).

Element x y z (Å)
C1 -2.178 -0.231 0.717
N1 -0.975 0.557 0.468
C2 0.087 -0.136 -0.403
C3 0.428 0.710 -1.571
N2 1.327 0.206 -2.489
O1 -0.439 1.653 -1.770
H1 -2.878 -0.416 -0.136
H2 -1.794 -1.223 1.182
H3 -2.746 0.181 1.565
H4 -1.063 1.447 0.041
H5 1.042 -0.439 0.343
H6 -0.326 -0.993 -0.829
H7 1.874 0.891 0.617
H8 1.888 1.528 0.330
H9 2.026 -0.389 -1.756
H10 1.970 -2.120 1.703
O2 1.755 -1.228 1.987

Values from the calculation:
- calculated total energy (Ha) = -379.928887
- orbital gap (eV) = 4.16
- largest force on an atom (Eh/bohr) = 0.10282
- charge = 0

=====

LUMO level, record by record: 0.787; 0.601; 0.684; -5.148 eV
Molar mass, record by record: 106.12; 106.12; 106.12; 106.12 g/mol